# 1
ORCA calculation (ωB97M-V/def2-TZVPD) on an isolated ion of composition C21H30N3O2 and charge +1.

Last column: Mulliken charge in e.
Atoms and positions in Å:
O: -1.4333 1.1853 -0.7652  -0.630
O: -0.8338 -1.0315 -1.9766  -0.618
N: -1.1840 2.8952 1.2260  0.637
N: -0.0923 4.3855 -0.1607  -0.426
N: -1.1423 0.3971 2.0415  0.147
C: 2.4153 -2.3181 -0.9605  -0.520
C: -1.8840 6.4400 0.2230  -0.636
C: -1.4782 -0.5327 0.9976  -1.263
C: 0.8395 -4.1000 -0.7837  -0.652
C: -0.7937 6.6079 -0.6123  -0.394
C: 0.0459 2.5631 1.9805  -0.546
C: 0.0804 5.5406 -0.7738  -0.454
C: 3.2805 -5.8617 -2.4123  -1.117
C: -0.1759 -3.2618 -1.2092  -0.293
C: 0.1575 1.0283 2.0674  -0.740
C: 1.4113 -1.4674 -1.3787  -0.357
C: -2.1245 -1.0102 -1.4095  -0.849
C: -2.3748 2.5648 2.0301  -0.745
C: -1.1340 4.2359 0.6382  0.803
C: -2.1325 0.0460 -0.2845  0.604
C: -2.0721 5.2226 0.8719  -0.494
C: 0.1070 -1.9362 -1.5023  0.460
C: 4.0876 -5.0187 -1.4342  -0.331
C: 3.2508 -4.5661 -0.2284  -1.324
C: -2.1649 1.1656 2.6822  -1.136
C: 2.1447 -3.6457 -0.6483  0.488
H: 0.9484 5.6036 -1.4138  0.427
H: -2.5077 3.3151 2.8115  0.478
H: -2.4402 -1.9806 -1.0246  0.353
H: -1.8759 1.3026 3.7299  0.467
H: 0.6728 0.7690 3.0019  0.411
H: -3.1002 0.6074 2.6678  0.365
H: 0.7590 0.6455 1.2420  0.316
H: -0.7647 0.8410 -1.3890  0.331
H: 4.4800 -4.1397 -1.9495  0.316
H: -2.9224 5.0822 1.5173  0.418
H: -1.1825 2.2194 0.3914  0.151
H: 3.9046 -4.0507 0.4789  0.368
H: -0.5603 -1.0579 0.7248  0.462
H: -3.1577 0.3684 -0.0755  0.346
H: 0.6082 -5.1310 -0.5625  0.384
H: -0.6241 7.5387 -1.1272  0.411
H: -2.1721 -1.2731 1.4082  0.257
H: 1.6305 -0.4407 -1.6345  0.490
H: 3.9076 -6.1819 -3.2404  0.371
H: -2.5899 7.2412 0.3761  0.434
H: -3.2452 2.5734 1.3722  0.521
H: 2.8354 -5.4449 0.2669  0.384
H: 3.4243 -1.9439 -0.8715  0.430
H: -1.1745 -3.6542 -1.3281  0.418
H: 4.9362 -5.6001 -1.0697  0.379
H: -0.0227 3.0187 2.9705  0.355
H: 2.4458 -5.2916 -2.8148  0.272
H: 0.9011 2.9860 1.4530  0.428
H: -2.8020 -0.7013 -2.2103  0.363
H: 2.8880 -6.7483 -1.9193  0.281

Values from the calculation:
- Molar mass: 356.5 Da
- Kohn-Sham gap: 8.60 eV
- Net charge: +1
- Energy: -1132.72222 Ha
- Spin multiplicity: 1

***

# 2
ORCA calculation (ωB97M-V/def2-TZVPD) on C21H30N3O6PRhS4 as an isolated structure.

Last column: Mulliken spin population.
Atoms and positions in Å:
Rh: -0.6672 -1.9904 -0.4964  1.048
S: -1.5031 -1.9088 -2.7497  -0.008
S: -2.5481 -0.6394 0.0145  -0.009
S: 4.6872 -2.0396 3.1246  0.000
S: 0.0991 -1.7938 1.7515  -0.013
P: -3.0954 -1.1077 -1.8656  -0.005
O: 5.5142 -3.0938 3.6521  0.000
O: -3.7434 0.1135 -2.6352  0.000
O: 3.4575 -1.8035 3.9175  0.000
O: -4.2632 -2.1637 -1.8944  0.006
O: 2.4821 1.0800 -0.3242  -0.004
O: 5.3463 -0.8007 2.7558  0.000
N: 1.9705 -0.0698 2.4792  0.003
N: 0.9121 -3.3190 -1.1466  0.002
N: 0.5323 0.6630 0.7971  -0.015
C: 2.6439 1.2169 2.6821  0.001
C: 2.8949 -2.0927 -0.4658  0.020
C: 0.5635 2.3335 -0.9573  -0.012
C: -5.5469 -1.8698 -1.2769  0.000
C: -3.0270 1.3704 -2.7541  -0.003
C: 0.9785 -0.3153 1.6838  0.003
C: 2.1033 -3.2177 -0.3342  -0.032
C: -1.1318 4.0179 -1.2272  0.002
C: 3.8258 -1.8064 0.5221  0.008
C: 1.0113 2.5761 -2.2521  -0.014
C: 0.3734 3.5201 -3.0388  0.000
C: -6.5821 -1.6132 -2.3444  0.000
C: -3.8321 2.2729 -3.6532  0.000
C: 1.3176 1.3348 -0.1379  0.025
C: 2.3146 -4.1351 0.6816  -0.004
C: 3.9442 -2.6460 1.6162  0.004
C: -0.5110 3.0547 -0.4450  0.003
C: 1.6720 1.4774 5.0109  0.000
C: 2.9347 1.4263 4.1608  0.000
C: -0.6956 4.2441 -2.5247  0.000
C: 3.2433 -3.8442 1.6635  -0.001
H: 1.9136 1.6675 6.0563  0.000
H: 0.9967 2.2691 4.6739  0.000
H: 0.7182 3.7046 -4.0476  0.000
H: -0.4583 0.6190 0.5911  -0.005
H: -7.5538 -1.4471 -1.8774  0.000
H: 2.7258 -1.3887 -1.2741  -0.008
H: -3.9435 1.8323 -4.6433  0.000
H: -0.8397 2.8974 0.5749  -0.001
H: -4.8225 2.4507 -3.2346  0.000
H: -2.9099 1.7887 -1.7549  0.000
H: 3.4896 2.3633 4.2459  0.000
H: 0.5659 -4.2741 -1.1528  -0.004
H: -1.1789 4.9980 -3.1332  0.000
H: 1.8653 2.0235 -2.6208  -0.002
H: -6.6619 -2.4702 -3.0120  0.000
H: -6.3214 -0.7336 -2.9312  0.000
H: 1.1166 -3.0790 -2.1125  0.008
H: 4.3959 -0.8878 0.4958  0.001
H: -1.9501 4.5975 -0.8194  0.000
H: 1.6935 -5.0210 0.7575  -0.001
H: 3.5977 0.6310 4.5008  0.000
H: 3.3728 -4.4980 2.5161  0.000
H: 1.9987 2.0103 2.3025  0.000
H: -2.0351 1.1682 -3.1644  -0.001
H: -3.3221 3.2309 -3.7558  0.000
H: -5.7860 -2.7476 -0.6801  0.000
H: -5.4386 -1.0191 -0.6013  0.000
H: 1.1291 0.5312 4.9699  0.000
H: 3.5682 1.2048 2.1044  0.000
H: 2.3985 -0.8530 3.0364  0.004

Values from the calculation:
- Molar mass: 682.6 Da
- Kohn-Sham gap (spin up / spin down): 7.85 / 6.59 eV
- Energy: -3478.76049 Ha
- Spin multiplicity: 2

***

# 3
ORCA calculation (ωB97M-V/def2-TZVPD) on C21H31AsCdFN5O4S as an isolated structure.

Last column: Mulliken charge in e.
Atoms and positions in Å:
Cd: -3.6532 -1.2396 0.4686  1.726
As: -6.8970 -0.0737 0.5713  0.638
S: -5.7196 -1.4451 1.7283  -0.460
F: 3.2568 -2.3717 1.8232  -0.342
O: -1.4260 -1.1458 0.5878  -1.342
O: -3.2487 0.2079 -1.5726  -0.809
O: -3.5820 -2.9614 -0.9600  -0.854
O: -3.3196 1.3135 0.3604  -0.734
N: 4.9314 -0.3659 0.8263  0.369
N: -2.7583 -4.4967 -2.3820  -0.428
N: -2.4111 -2.2401 -2.7685  -0.256
N: 7.6163 -0.7868 1.6130  -0.147
N: 0.9510 1.8719 -0.8041  0.211
C: 1.2754 4.3648 -1.1430  -0.990
C: 2.9358 0.7258 0.0004  -0.865
C: 2.6794 -1.3614 1.1424  0.200
C: 6.8550 0.4273 2.0799  -0.845
C: 1.5404 0.7942 -0.1673  0.080
C: 5.6166 -1.5919 0.4418  -0.468
C: -2.7234 0.8909 -0.6493  -0.892
C: -0.7037 -0.2213 0.1325  1.734
C: -2.9391 -3.2137 -2.0040  0.644
C: 2.4448 3.8752 -0.3445  -0.414
C: -0.3867 1.8861 -1.0031  -0.158
C: -6.7051 -0.3802 -1.3109  -0.897
C: 0.7402 -0.2564 0.3068  1.047
C: 1.7620 2.9601 -1.3180  -0.295
C: 3.5106 -0.3413 0.6468  -1.173
C: 5.3752 0.1001 2.1328  -0.473
C: -1.2182 0.9058 -0.5705  0.270
C: 7.0966 -1.3017 0.2937  -0.890
C: -8.7268 -0.3629 1.0562  -1.031
C: -6.4451 1.7453 0.9485  -0.705
C: 1.3295 -1.3413 0.9729  -0.664
H: 5.1843 -0.6427 2.9243  0.348
H: 1.4491 5.0504 -1.9588  0.267
H: -7.4941 0.1563 -1.8367  0.429
H: -5.4057 1.9004 0.6637  0.114
H: -7.1124 2.4012 0.3909  0.421
H: -8.9885 -1.3976 0.8461  0.367
H: 3.5798 1.5009 -0.3864  0.596
H: -1.9448 -2.4573 -3.6308  0.181
H: -6.7922 -1.4487 -1.4966  0.322
H: 7.0578 1.2151 1.3569  0.357
H: -0.7614 2.7540 -1.5271  0.678
H: -8.8444 -0.1643 2.1194  0.369
H: 4.8361 1.0075 2.4012  0.443
H: -2.6082 -1.2718 -2.5191  0.274
H: 7.2813 -0.5201 -0.4406  0.352
H: 7.5318 -1.5268 2.3146  0.402
H: -6.5645 1.9094 2.0179  0.345
H: 0.3501 4.5203 -0.6063  0.364
H: 8.6106 -0.5675 1.5383  0.355
H: 3.4343 4.2300 -0.5957  0.324
H: -9.3595 0.3098 0.4790  0.388
H: -3.2404 -5.1987 -1.8482  0.254
H: 5.2339 -1.9411 -0.5163  0.453
H: -2.4041 -4.7450 -3.2875  0.181
H: 5.4774 -2.4056 1.1670  0.408
H: 2.2784 2.7140 -2.2377  0.409
H: -5.7251 -0.0209 -1.6270  0.223
H: 0.7051 -2.1353 1.3584  0.507
H: 7.6652 -2.1939 0.0395  0.434
H: 2.2709 3.6876 0.7065  0.232
H: 7.2458 0.7099 3.0553  0.417

Values from the calculation:
- Molar mass: 655.9 Da
- Kohn-Sham gap: 8.30 eV
- Net charge: +2
- Energy: -4294.74229 Ha
- Spin multiplicity: 1

***

# 4
ORCA calculation (ωB97M-V/def2-TZVPD) on C21H31AsFN4OSTi as an isolated structure.

Last column: Mulliken spin population.
Atoms and positions in Å:
As: -1.9603 -0.3913 0.7955  -0.012
Ti: 0.3706 -0.2605 -0.9691  1.066
S: -1.1280 -0.1912 -2.9180  -0.022
F: 4.7951 -1.4627 2.4466  -0.001
O: 1.0371 1.3401 0.0160  0.030
N: -1.8953 -2.7197 -2.3584  -0.002
N: 2.2324 2.6367 1.4107  0.003
N: 1.8296 3.3210 -0.7464  0.003
N: -3.5394 -1.2421 -2.9550  0.000
C: 2.3095 -1.9244 -0.1110  -0.005
C: 1.6865 2.4121 0.2212  -0.010
C: 3.8750 -0.2335 -0.7979  -0.011
C: -6.7674 0.3434 0.4385  0.000
C: 4.1122 -1.3214 1.3122  -0.014
C: -5.5426 -0.1969 0.0730  0.000
C: 2.9932 -2.0835 1.0988  0.019
C: -5.3676 -1.2694 2.2138  0.000
C: 4.5699 -0.4010 0.3743  0.007
C: 2.7282 -1.0064 -1.0800  -0.010
C: -2.2644 -1.4897 -2.6998  0.007
C: -4.6071 -2.2523 -2.9316  0.000
C: -7.2915 0.0813 1.6974  0.000
C: -2.6596 1.3771 0.3763  0.003
C: -4.0005 -3.6163 -3.2069  0.000
C: -2.8387 -3.8472 -2.2567  0.001
C: -4.8296 -1.0070 0.9573  -0.001
C: 1.9095 -0.8447 -2.2842  -0.077
C: -3.5111 -1.5916 0.5548  0.002
C: -1.8528 -0.2769 2.7328  0.000
C: -6.5915 -0.7266 2.5829  0.000
H: -2.6855 1.5286 -0.6992  0.000
H: -3.5108 -1.9087 -0.4829  0.002
H: -2.8283 0.0009 3.1281  -0.001
H: -7.3141 0.9670 -0.2576  0.000
H: -3.2764 -2.4655 1.1632  0.000
H: -3.7695 -0.2950 -3.2126  0.000
H: 1.3899 3.1633 -1.6354  0.003
H: -2.3011 -4.7570 -2.5120  0.000
H: -8.2475 0.5002 1.9836  0.000
H: -1.1269 0.4861 3.0053  0.000
H: 5.4775 0.1513 0.5857  0.000
H: -0.9106 -2.9086 -2.2895  0.000
H: -3.6614 1.4775 0.7891  0.000
H: -5.3419 -1.9868 -3.6878  0.000
H: 2.1489 1.9280 2.1200  0.000
H: -1.5500 -1.2302 3.1593  0.000
H: 2.7471 3.4740 1.6239  -0.001
H: -4.8343 -1.9139 2.9048  0.000
H: 1.6601 -1.7737 -2.7957  0.003
H: -3.1923 -3.9364 -1.2282  0.000
H: -2.0187 2.1272 0.8366  0.000
H: -7.0022 -0.9438 3.5603  0.000
H: -4.7514 -4.3920 -3.0756  0.000
H: 2.6778 -2.8045 1.8414  0.001
H: -5.1005 -2.2296 -1.9565  0.000
H: 4.2221 0.4780 -1.5379  0.001
H: -5.1349 0.0095 -0.9118  0.000
H: 1.4751 -2.5931 -0.3123  0.005
H: 2.3317 4.1816 -0.6093  0.000
H: -3.6464 -3.6639 -4.2381  0.000
H: 2.2561 -0.1115 -3.0071  0.010

Values from the calculation:
- Molar mass: 529.4 Da
- Kohn-Sham gap (spin up / spin down): 7.63 / 7.91 eV
- Net charge: +2
- Energy: -4695.95220 Ha
- Spin multiplicity: 2